No. 1
# C6H5N

One molecule with the formula C6H5N at a distorted geometry (ωB97M-V/def2-TZVPD, OMol25).

Properties
Kohn-Sham gap   9.670 eV
HOMO level   -8.8 eV

The geometry in ORCA input format:
```
! wB97M-V def2-TZVPD RIJCOSX def2/J DEFGRID3
* xyz 0 1
N 1.624 -0.870 -2.534
C 0.762 0.882 0.509
C 0.207 0.070 -0.644
C -1.277 -0.411 0.803
C -1.305 0.008 -0.456
C 0.981 -0.459 -1.674
C 0.227 -0.442 0.950
H 0.220 1.778 0.787
H 0.828 -1.250 1.317
H 1.839 0.999 0.530
H -2.081 0.293 -1.139
H -2.027 -0.598 1.549
*
```

Results of the Mulliken charge analysis, in e, for atoms 1 through 2: number 1, N, carries -0.477; number 2, C, carries -0.523


No. 2
# C22H23MnN5O2Se

C22H23MnN5O2Se as an isolated structure at a distorted geometry (ωB97M-V/def2-TZVPD, OMol25).

Properties
Kohn-Sham gap (alpha / beta)   9.013 / 5.096 eV
HOMO level (alpha / beta)   -21.2 / -20.9 eV
⟨S²⟩   3.829

The geometry in ORCA input format:
```
! wB97M-V def2-TZVPD RIJCOSX def2/J DEFGRID3
* xyz 4 4
Se -1.641 1.063 0.474
Mn 0.168 -0.062 -2.496
O 2.610 1.329 0.543
O 0.014 -2.700 0.620
N 0.084 1.487 2.793
N 1.943 -1.094 -1.804
N 0.487 2.216 -1.526
N -1.669 -1.290 -1.644
N -1.381 -0.108 3.085
C -0.626 -0.033 4.256
C -0.602 -0.852 5.375
C 1.598 0.789 0.421
C 0.296 0.983 4.078
C -0.962 0.835 2.171
C 1.287 1.281 5.003
C 4.096 -2.538 -1.998
C 0.369 -0.571 6.341
C 0.775 1.276 -4.076
C -2.364 -1.149 2.850
C -1.376 0.168 -3.924
C -2.739 -1.741 -1.537
C -4.053 -2.285 -1.381
C 1.412 0.039 -4.202
C 0.648 -1.148 -4.229
C -0.748 -1.073 -4.136
C 2.903 -1.738 -1.914
C 0.499 3.374 -1.461
C 0.089 -1.601 0.293
C 0.529 4.802 -1.348
C -0.615 1.342 -3.904
C 1.291 0.487 6.164
H 1.379 2.180 -4.011
H 1.132 -2.122 -4.247
H -1.109 2.287 -3.697
H 0.425 -1.171 7.253
H -4.741 -1.494 -1.060
H 4.776 -2.100 -2.743
H 0.620 2.227 2.348
H -1.321 -1.656 5.445
H -0.497 5.193 -1.387
H -1.882 -2.133 2.765
H -4.389 -2.691 -2.344
H 0.998 5.079 -0.396
H -1.323 -1.992 -4.117
H -2.441 0.225 -3.727
H 3.831 -3.560 -2.306
H 1.112 5.206 -2.185
H 1.986 2.100 4.816
H -4.034 -3.086 -0.635
H -3.065 -1.165 3.692
H 2.500 -0.004 -4.207
H 2.023 0.679 6.949
H 4.596 -2.569 -1.020
H -2.898 -0.921 1.926
*
```

Results of the Mulliken charge analysis, in e, for atoms 1 through 2: number 1, Se, carries 0.309; number 2, Mn, carries 1.017


No. 3
# C14H25GeN11Ni

C14H25GeN11Ni as an isolated structure (ωB97M-V/def2-TZVPD, OMol25).

Properties
Kohn-Sham gap (alpha / beta)   7.111 / 7.092 eV
HOMO level (alpha / beta)   -6.4 / -6.4 eV

The geometry in ORCA input format:
```
! wB97M-V def2-TZVPD RIJCOSX def2/J DEFGRID3
* xyz 0 1
Ge -0.287 -3.470 -0.060
Ni -0.618 -0.363 -0.605
N 3.877 -0.690 3.133
N 0.256 3.318 -1.086
N 4.800 -1.214 4.022
N -3.244 2.062 -3.097
N 2.101 2.815 0.034
N -1.984 0.505 -1.641
N -0.081 2.482 2.314
N -0.785 1.004 0.861
N 2.892 -1.383 2.585
N 2.937 0.726 1.938
N 3.928 0.564 2.768
C -0.927 1.644 2.997
C 2.309 -0.470 1.833
C -3.576 1.627 -4.451
C -2.175 -3.720 -0.544
C 0.750 2.729 -0.020
C -0.207 -3.446 1.911
C 2.500 3.477 -1.093
C 0.378 -1.792 -0.772
C -2.907 3.476 -2.930
C 1.351 3.787 -1.765
C -2.570 1.211 -2.336
C -0.031 2.065 1.026
C -1.360 0.736 2.081
C 0.687 -5.079 -0.656
H -1.138 1.765 4.044
H 0.826 -3.399 2.261
H -2.565 -4.664 -0.160
H -2.771 -2.901 -0.138
H -2.024 -0.100 2.216
H -2.735 1.768 -5.136
H -2.013 3.742 -3.500
H -0.675 -4.337 2.334
H -3.852 0.575 -4.436
H 5.262 -1.992 3.565
H -4.426 2.210 -4.804
H 1.252 4.324 -2.693
H 1.737 -5.018 -0.364
H 0.400 3.285 2.680
H 3.536 3.663 -1.313
H -0.733 -2.566 2.289
H -3.750 4.075 -3.274
H -2.290 -3.709 -1.629
H 1.353 -1.906 -1.264
H -2.720 3.681 -1.880
H 0.260 -5.983 -0.219
H 2.667 2.277 0.690
H 4.293 -1.567 4.825
H 1.446 -0.655 1.201
H 0.644 -5.171 -1.743
*
```

Results of the Mulliken charge analysis, in e, for atoms 1 through 2: number 1, Ge, carries 0.343; number 2, Ni, carries -0.458


No. 4
# C6H13Br2N2

An isolated ion of composition C6H13Br2N2 and charge +1 at a distorted geometry (ωB97M-V/def2-TZVPD, OMol25).

Properties
Kohn-Sham gap   10.293 eV
HOMO level   -14.3 eV

The geometry in ORCA input format:
```
! wB97M-V def2-TZVPD RIJCOSX def2/J DEFGRID3
* xyz 1 1
Br 1.419 0.989 -1.728
Br -0.849 0.001 2.315
N -0.004 2.256 0.852
N 2.107 0.341 0.986
C -1.610 -1.008 -0.669
C 0.725 -1.409 -0.104
C -1.513 0.482 -0.421
C -0.295 0.742 0.541
C 0.984 0.111 0.150
C -0.248 -1.566 -1.225
H 0.631 2.366 1.668
H 2.131 -0.429 1.650
H 0.258 -1.799 0.843
H -1.793 -1.510 0.234
H -0.799 2.818 0.852
H -2.414 0.856 0.000
H -1.174 0.986 -1.289
H 0.098 -1.103 -2.095
H 0.516 2.516 0.044
H 1.713 -1.841 -0.332
H -2.350 -1.294 -1.305
H 2.998 0.103 0.463
H -0.531 -2.608 -1.431
*
```

Results of the Mulliken charge analysis, in e, for atoms 1 through 2: number 1, Br, carries -0.088; number 2, Br, carries 0.075


No. 5
# C4H5NOS

C4H5NOS as an isolated structure at a distorted geometry (ωB97M-V/def2-TZVPD, OMol25).

Properties
Kohn-Sham gap   9.825 eV
HOMO level   -9.2 eV

The geometry in ORCA input format:
```
! wB97M-V def2-TZVPD RIJCOSX def2/J DEFGRID3
* xyz 0 1
S 1.349 -1.706 -0.076
O 2.105 1.772 -0.252
N -0.566 -0.082 1.136
C 0.414 -0.178 0.022
C 1.601 0.948 0.424
C -0.673 0.124 -0.905
C -1.499 0.191 0.311
H 0.998 -1.961 1.149
H -0.831 -0.824 -1.619
H 1.777 0.616 1.427
H -2.593 0.268 0.463
H -0.410 0.946 -1.508
*
```

Results of the Mulliken charge analysis, in e, for atoms 1 through 2: number 1, S, carries -0.227; number 2, O, carries -0.441


No. 6
# C3H5GaO3

C3H5GaO3 as an isolated structure at a distorted geometry (ωB97M-V/def2-TZVPD, OMol25).

Properties
Kohn-Sham gap (alpha / beta)   11.195 / 5.308 eV
HOMO level (alpha / beta)   -21.3 / -19.1 eV

The geometry in ORCA input format:
```
! wB97M-V def2-TZVPD RIJCOSX def2/J DEFGRID3
* xyz 2 1
Ga -0.662 2.938 -0.443
O -0.183 1.909 -1.965
O -0.294 1.174 0.078
O 0.158 -0.281 -1.501
C -0.003 -0.142 0.878
C -0.147 0.928 -1.218
C 0.164 -1.123 -0.293
H -0.921 -0.295 1.447
H 0.505 -1.699 2.277
H 0.926 0.063 1.413
H 1.122 -1.645 -0.285
H -0.665 -1.826 -0.387
*
```

Results of the Mulliken charge analysis, in e, for atoms 1 through 2: number 1, Ga, carries 0.816; number 2, O, carries -0.219


Taking the records one at a time from the top gives ΔE to the lowest compared entry with this formula, charge and spin values of 203.1, 0.0, 155.3, 80.5, 294.0, 135.3 kJ/mol.